No. 1
The following is a DFT calculation (the ωB97M-V functional and the def2-TZVPD basis) of the molecule C3H4O2S2.

Summary:
Total energy = -28940.9610 eV
Energy above the lowest of the compared OMol25 structures with the same formula, charge and spin = 2.1 kcal/mol
SMILES string = CSC(=S)C(=O)O
E_LUMO = -1.097 eV
E_HOMO = -9.0 eV

Cartesian coordinates (Å):
C 2.270 -0.103 0.096
C -0.432 0.290 -0.101
C -1.820 -0.342 -0.035
H 3.038 -0.826 0.193
H 2.448 0.544 -0.722
H 2.296 0.380 1.071
H -3.652 0.092 0.015
O -2.822 0.573 0.090
O -1.954 -1.525 -0.204
S 0.717 -0.982 -0.195
S -0.090 1.899 -0.207

***

No. 2
The following is a DFT calculation (the ωB97M-V functional and the def2-TZVPD basis) of the ion C8H15N2 with charge +1.

Summary:
Total energy = -11510.6147 eV
Energy above the lowest of the compared OMol25 structures with the same formula, charge and spin = 54.6 kcal/mol
Net charge = +1
SMILES string = N[C@@]12CC[C@H]3C[C@]31C[NH2+]C2
E_LUMO = -2.959 eV
E_HOMO = -13.1 eV

Cartesian coordinates (Å):
C -2.099 -0.423 -0.624
C -1.019 -1.484 -0.464
C -1.281 1.296 1.120
C 1.030 1.684 -0.355
C 1.531 -0.668 -0.780
C -1.616 0.930 -0.289
C -0.196 0.903 0.149
C 0.277 -0.843 0.089
N 0.760 -1.174 1.428
N 2.112 0.656 -0.275
H -2.520 -0.350 -1.571
H -2.889 -0.776 0.010
H -1.234 -2.330 0.338
H -0.885 -1.973 -1.372
H -1.129 2.249 1.501
H -1.404 0.596 1.951
H 0.987 1.872 -1.379
H 1.237 2.387 0.340
H 2.323 -1.377 -0.547
H 1.131 -0.684 -1.823
H -1.870 1.730 -0.893
H 1.554 -1.920 1.394
H -0.052 -1.556 1.987
H 3.010 0.960 -0.611
H 2.243 0.295 0.677

***

No. 3
The following is a DFT calculation (the ωB97M-V functional and the def2-TZVPD basis) of a cluster of 2 separate species, C4H12BN in total.

Summary:
Total energy = -6505.2009 eV
Energy above the lowest of the compared OMol25 structures with the same formula, charge and spin = 109.6 kcal/mol
E_LUMO = 0.463 eV
E_HOMO = -7.6 eV

Cartesian coordinates (Å):
B -0.019 -0.797 0.905
C -1.440 -1.376 1.040
C 1.427 -1.463 1.015
C -0.346 1.025 -1.684
C 0.269 1.922 -0.616
N -0.023 1.666 0.820
H -1.431 -1.954 2.092
H -1.684 -2.284 0.331
H -2.324 -0.670 1.016
H 1.917 -1.128 0.015
H 1.232 -2.531 1.097
H 1.878 -0.993 1.872
H -0.027 1.400 -2.662
H 0.113 0.001 -1.736
H -1.431 0.818 -1.521
H 1.384 1.969 -0.686
H -0.013 3.068 -0.785
H -1.093 1.840 1.068

***

No. 4
The following is a DFT calculation (the ωB97M-V functional and the def2-TZVPD basis) of a cluster of 8 separate species, H15O7S in total.

Summary:
Total energy = -25414.2359 eV
Energy above the lowest of the compared OMol25 structures with the same formula, charge and spin = 7.0 kcal/mol
Net charge = -1
E_LUMO = 2.972 eV
E_HOMO = -3.8 eV

Cartesian coordinates (Å):
S -2.787 -1.042 -0.164
H -2.091 -1.746 -1.064
H -0.742 3.685 -0.499
H -1.448 2.439 -0.017
O -0.967 2.797 -0.788
H 0.678 1.745 -1.548
H 1.024 0.354 -2.141
O 1.332 1.286 -2.091
H 2.319 0.779 -0.422
H 2.399 -0.332 0.624
O 2.569 0.613 0.506
H 0.893 -1.637 1.064
H 2.030 -2.662 1.267
O 1.612 -2.130 0.579
H -0.408 -0.122 2.191
H -1.346 -1.038 1.349
O -0.447 -1.024 1.822
H 0.856 -2.052 -1.094
H -0.463 -1.527 -1.654
O 0.464 -1.651 -1.893
H 0.609 2.778 1.540
H 0.970 1.319 1.742
O 0.284 1.967 1.944

***

| no. | frontier orbital gap (eV) |
| --- | --- |
| 1 | 7.863 |
| 2 | 10.166 |
| 3 | 8.113 |
| 4 | 6.733 |